{
  "formula": "C6H12O",
  "method": "wB97M-V/def2-TZVPD",
  "relative_energy_kcal_mol": 80.9,
  "e_homo_ev": -8.084,
  "charge": 0,
  "smiles": "C=CC=C(C)C.O",
  "e_tot_ev": -8460.847,
  "species": ["C", "C", "C", "C", "C", "C", "H", "H", "H", "H", "H", "H", "H", "H", "H", "H", "O", "H", "H"],
  "positions_angstrom": [[-0.072066, 0.523830, -2.865528], [0.208791, -0.120118, -1.693610], [0.363388, 0.686890, -0.409970], [0.606248, 0.101091, 0.830296], [0.989358, -1.394637, 0.750313], [0.901261, 0.939223, 2.162298], [0.118758, 1.624990, -2.903072], [-0.771496, 0.041821, -3.493613], [-0.182224, -1.137471, -1.401467], [-0.061345, 1.821499, -0.530753], [0.055333, -2.038012, 0.704099], [1.591513, -1.781704, -0.063189], [1.545411, -1.648309, 1.654207], [0.990070, 0.076082, 2.865797], [1.973253, 1.393242, 2.247178], [0.072084, 1.784812, 2.201250], [-2.237094, -0.527687, 0.628531], [-3.059450, -0.765784, 0.243789], [-2.357029, 0.432656, 0.804732]],
  "atomic_forces_ev_per_a": [[0.534, 0.062, 2.867], [-2.088, 1.364, 1.220], [-0.564, 1.081, 1.047], [1.963, 1.709, -3.077], [-1.252, -0.263, 1.329], [-0.140, -0.562, -1.618], [-0.223, -1.152, -0.277], [0.049, -0.361, -1.414], [0.710, 0.858, -1.175], [1.535, -2.657, 0.565], [0.853, 0.761, 0.374], [0.205, 0.735, -0.410], [-0.172, -0.237, 0.121], [-1.023, 1.360, 0.525], [-1.939, -0.546, -0.818], [1.809, -1.975, 0.750], [0.556, 1.355, 0.699], [-1.216, -0.563, -0.554], [0.403, -0.967, -0.154]],
  "mulliken_charge": [-0.70, -0.15, -0.11, 0.83, -1.58, -1.16, 0.29, 0.28, 0.16, 0.17, 0.34, 0.38, 0.40, 0.35, 0.26, 0.25, -0.58, 0.28, 0.31]
}